Entry 1:
# C63H84BN7O6SSiTa

A molecular structure, C63H84BN7O6SSiTa at a distorted geometry (ωB97M-V/def2-TZVPD, the OMol25 dataset).

Its HOMO energy is -9.790 eV. As for the LUMO energy: -2.8844 eV. The maximum force is 4.15 eV/Å. The calculation puts the energy above the lowest of the compared OMol25 structures with the same formula, charge and spin at 12.6 kcal per mole.

```
! wB97M-V def2-TZVPD RIJCOSX def2/J DEFGRID3
* xyz 1 1
Ta 0.20931 0.87920 1.30016
C 6.45191 -3.11660 3.64676
C 5.27441 -3.34460 2.69286
C 4.55561 -4.63350 3.11836
C 5.83791 -3.50350 1.27236
C 4.25211 -2.21430 2.75396
C 3.31811 -2.06990 1.73256
C 2.33951 -1.08690 1.81306
N 1.30101 -0.79710 0.92616
C 1.16401 -1.70110 -0.14514
C 1.12101 -3.06600 0.10946
C 1.09621 -3.97940 -0.93144
C 1.11001 -3.47260 -2.21864
C 1.12241 -2.11230 -2.54204
C 1.07701 -1.21320 -1.46754
O 1.04561 0.18970 -1.52724
C 1.17841 -1.81610 -4.05004
C 1.99471 -2.89930 -4.78584
C -0.25939 -1.85240 -4.58684
C 1.86011 -0.49320 -4.41014
C 1.17011 -5.47380 -0.66474
C 0.76311 -6.30600 -1.88424
C 2.63251 -5.81350 -0.34174
C 0.27001 -5.86610 0.51236
C 2.33591 -0.17640 2.89856
O 1.36891 0.74250 2.73636
C 3.25191 -0.31440 3.94606
C 4.18411 -1.34460 3.83666
C 3.28171 0.64150 5.13056
C 1.85641 0.94590 5.60356
C 4.05831 0.05860 6.31586
C 3.93911 1.94600 4.66516
H 7.19571 -3.89610 3.49786
H 6.92361 -2.15460 3.46186
H 6.13401 -3.16460 4.68506
H 5.21641 -5.48920 3.00476
H 4.25311 -4.56670 4.16056
H 3.66361 -4.79430 2.51956
H 6.66211 -4.21420 1.27816
H 5.08861 -3.87320 0.57876
H 6.20921 -2.54960 0.90526
H 3.35031 -2.70000 0.86056
H 1.10461 -3.38510 1.13726
H 1.12361 -4.17550 -3.02834
H 1.44091 -3.82590 -4.90434
H 2.24241 -2.55160 -5.78564
H 2.92421 -3.10490 -4.26084
H -0.72189 -2.80620 -4.34094
H -0.84599 -1.05810 -4.14054
H -0.26619 -1.73030 -5.66724
H 2.88951 -0.49470 -4.05884
H 1.86921 -0.37460 -5.49284
H 1.35511 0.37160 -3.99974
H 1.47711 -6.19150 -2.69594
H 0.74811 -7.36010 -1.61814
H -0.22869 -6.02990 -2.23184
H 3.27501 -5.55900 -1.18284
H 2.97381 -5.26720 0.53186
H 2.73171 -6.87790 -0.14214
H -0.75139 -5.53590 0.33676
H 0.27101 -6.94810 0.62866
H 0.61681 -5.42770 1.44316
H 4.90521 -1.44890 4.62386
H 1.35171 0.02170 5.88266
H 1.88061 1.60170 6.47196
H 1.30881 1.44570 4.81056
H 3.66471 -0.92070 6.58016
H 5.12091 -0.02740 6.10136
H 3.93611 0.71200 7.17646
H 3.33961 2.39600 3.87926
H 4.00941 2.64340 5.49746
H 4.93491 1.75540 4.27486
C 0.48031 8.26000 -1.76094
C 0.07471 6.91530 -1.24934
C -1.27429 6.61880 -1.07504
C -1.66899 5.37740 -0.61844
C -0.71899 4.41490 -0.32344
C 0.63111 4.69350 -0.45714
C 1.01611 5.93660 -0.93434
S -1.30279 2.93310 0.47376
O -0.91969 1.68760 -0.21804
O -2.72569 3.02970 0.64146
N -0.48659 2.77210 1.82246
C -0.22099 3.85790 2.63066
C -1.08849 4.95120 2.75576
C -0.72529 5.98210 3.59996
C 0.47531 5.89540 4.29236
C 1.26571 4.77530 4.09156
N 0.93691 3.78180 3.28196
H -0.24739 9.01620 -1.47354
H 0.52251 8.24590 -2.85044
H 1.46281 8.54440 -1.39424
H -2.02049 7.37330 -1.27084
H -2.70719 5.13610 -0.45724
H 1.37701 3.95690 -0.19374
H 2.06671 6.16220 -1.04024
H -2.02349 4.96480 2.21786
H -1.38069 6.83350 3.71586
H 0.77481 6.67660 4.97226
H 2.22071 4.66460 4.58576
C -3.38809 0.43610 2.45406
Si -1.63979 0.14180 3.18276
C -1.53679 1.21950 4.78126
C -1.43299 -1.72120 3.54106
C -2.51489 -2.59940 3.48986
C -2.35149 -3.95240 3.71766
C -1.09989 -4.46100 4.01806
C -0.01479 -3.60250 4.09226
C -0.18149 -2.25140 3.85316
H -4.12459 0.49080 3.25106
H -3.69609 -0.36890 1.79426
H -3.43879 1.36160 1.88976
H -2.49339 1.20860 5.30086
H -1.29139 2.25530 4.55436
H -0.78979 0.85280 5.47846
H -3.50389 -2.23090 3.27086
H -3.19859 -4.61900 3.64546
H -0.97129 -5.52000 4.18536
H 0.96681 -3.98670 4.33086
H 0.67041 -1.59230 3.90846
C -4.85449 2.72770 -5.71544
C -3.56599 3.45410 -6.13154
C -3.89669 4.93850 -6.31674
C -3.09229 2.89200 -7.47954
C -2.45909 3.23130 -5.11064
C -1.55569 4.23750 -4.77664
C -0.50839 4.06220 -3.88064
C -0.38309 2.82300 -3.29424
O 0.55951 2.33860 -2.42444
B 0.24981 0.98600 -2.26144
O -0.90849 0.65800 -2.96084
C -1.27509 1.80240 -3.62504
C -2.30079 1.97250 -4.52564
H -5.67099 3.03770 -6.36374
H -5.12589 2.97240 -4.69044
H -4.75619 1.64860 -5.80964
H -4.76039 5.02730 -6.96884
H -3.07889 5.47500 -6.78894
H -4.14159 5.41260 -5.36954
H -3.86349 3.04890 -8.22994
H -2.88519 1.82690 -7.40724
H -2.18429 3.39510 -7.80204
H -1.64939 5.20420 -5.23574
H 0.19161 4.85510 -3.67084
H -2.93639 1.13980 -4.77774
C -5.66519 -2.11750 -0.22714
C -5.34469 -2.04580 -1.72034
C -5.43749 -0.60580 -2.22254
C -3.96149 -2.66880 -2.00414
N -2.97099 -2.18600 -1.08934
C -2.38139 -0.98260 -0.99734
N -1.58799 -0.99630 0.04856
N -1.69899 -2.21470 0.58116
N -2.51269 -2.91980 -0.07594
H -6.72969 -1.99060 -0.05704
H -5.14629 -1.32610 0.30996
H -5.36079 -3.07400 0.18816
H -6.07489 -2.64750 -2.26924
H -4.77819 0.05300 -1.66004
H -6.45339 -0.23810 -2.09794
H -5.18189 -0.54120 -3.27884
H -3.64349 -2.45350 -3.02904
H -4.00429 -3.75180 -1.86174
H -2.51739 -0.15790 -1.65854
*
```



Entry 2:
# C64H112N16

16 unconnected molecules or ions with the total composition C64H112N16 at a distorted geometry (ωB97M-V/def2-TZVPD, the OMol25 dataset).

Its HOMO energy is -10.943 eV. As for the LUMO energy: 0.0081 eV. The maximum force is 4.44 eV/Å. The calculation puts the energy above the lowest of the compared OMol25 structures with the same formula, charge and spin at 58.3 kcal per mole.

```
! wB97M-V def2-TZVPD RIJCOSX def2/J DEFGRID3
* xyz 0 1
C -5.12654 4.14406 -2.75331
C -4.41179 2.90731 -2.11525
C -3.71660 1.98247 -3.15163
C -4.69538 1.42720 -4.11716
N -5.46345 0.96919 -4.88914
H -5.53273 4.75784 -1.94934
H -5.93646 3.77990 -3.38539
H -4.45331 4.71180 -3.39561
H -5.17885 2.38843 -1.54037
H -3.67122 3.25494 -1.39496
H -3.22089 1.18994 -2.59105
H -2.96869 2.51776 -3.73661
C -1.34167 5.70005 1.19925
C 0.13147 5.35969 1.35904
C 0.58146 5.66509 2.79891
C 0.21148 6.94275 3.41740
N -0.11402 7.95250 3.88684
H -1.52481 6.77203 1.12563
H -2.01181 5.34831 1.98364
H -1.63496 5.20107 0.27562
H 0.75394 5.97746 0.71177
H 0.31751 4.29566 1.21295
H 1.67094 5.63734 2.81824
H 0.30355 4.82818 3.43957
C -0.95902 -4.59238 -1.23883
C -1.59612 -5.99269 -1.45510
C -1.36111 -6.55053 -2.83510
C 0.03764 -6.91551 -3.21793
N 1.10741 -7.21034 -3.49892
H -0.96761 -4.23524 -0.20903
H -1.52415 -3.89425 -1.85635
H 0.07687 -4.55405 -1.57583
H -2.65280 -5.99305 -1.18771
H -1.24996 -6.72299 -0.72371
H -1.72950 -5.82105 -3.55639
H -1.89980 -7.47720 -3.03306
C -0.55627 1.33365 0.67432
C -1.44562 0.09980 0.39539
C -0.90546 -0.86215 -0.70916
C 0.42370 -1.37454 -0.47935
N 1.48957 -1.78685 -0.34338
H -1.11505 2.03558 1.29330
H -0.20169 1.78558 -0.25204
H 0.37367 1.08391 1.18516
H -2.43588 0.42350 0.07492
H -1.62292 -0.44330 1.32367
H -0.87838 -0.30953 -1.64829
H -1.59259 -1.70332 -0.80076
C 2.58527 0.34717 -6.22616
C 1.23409 0.39781 -6.88256
C 0.26856 1.36019 -6.23609
C -0.27734 0.82021 -4.99454
N -0.67084 0.41501 -3.98340
H 2.53617 0.12687 -5.15979
H 3.12787 1.25143 -6.50186
H 3.09555 -0.56889 -6.52372
H 0.80874 -0.60189 -6.97066
H 1.38120 0.76576 -7.89798
H -0.59220 1.53754 -6.88088
H 0.78452 2.30269 -6.05284
C -5.20315 1.03085 1.54859
C -5.48249 1.85418 2.84002
C -6.46105 2.99234 2.54266
C -7.72573 2.57220 1.89737
N -8.72932 2.27763 1.35414
H -4.96244 1.61329 0.65925
H -6.07840 0.53697 1.12653
H -4.43707 0.26499 1.66971
H -4.52623 2.26468 3.16430
H -5.82138 1.25708 3.68662
H -6.00493 3.64909 1.80189
H -6.76221 3.56107 3.42241
C 4.57960 -1.39772 0.75959
C 5.84901 -1.84081 -0.04532
C 6.88422 -0.72325 -0.31919
C 7.22203 0.12955 0.84440
N 7.47078 0.85549 1.75242
H 4.07250 -0.59212 0.22861
H 4.90490 -1.09590 1.75516
H 3.82812 -2.18161 0.85389
H 5.51372 -2.23835 -1.00326
H 6.36626 -2.69274 0.39600
H 6.57547 -0.05254 -1.12101
H 7.84554 -1.12451 -0.64006
C 0.01009 4.13974 -1.98472
C 0.22489 5.62763 -2.45430
C 1.61866 5.89579 -2.98913
C 2.09511 4.95253 -4.01790
N 2.42462 4.22022 -4.81973
H 0.28451 3.41455 -2.75082
H -0.99997 4.05419 -1.58402
H 0.64609 3.83877 -1.15226
H 0.01070 6.41394 -1.73046
H -0.40106 5.78884 -3.33196
H 2.25884 5.87990 -2.10708
H 1.72399 6.85054 -3.50437
C -1.61869 -1.34269 7.92750
C -2.34865 -2.42628 7.05224
C -1.62605 -2.81289 5.73491
C -1.41324 -1.68229 4.82303
N -1.26756 -0.74430 4.13984
H -2.11791 -1.21850 8.88847
H -1.58536 -0.33623 7.51031
H -0.60206 -1.65601 8.16496
H -3.38327 -2.16384 6.83137
H -2.47236 -3.37536 7.57382
H -2.14490 -3.64553 5.25992
H -0.65237 -3.22569 5.99884
C -7.76212 -3.90701 -3.11755
C -7.78183 -3.50745 -1.63503
C -6.88135 -2.26521 -1.35771
C -5.40838 -2.63022 -1.32181
N -4.26814 -2.86085 -1.29765
H -8.18959 -3.05077 -3.63931
H -8.31713 -4.79880 -3.40869
H -6.74814 -4.03828 -3.49533
H -7.46060 -4.33934 -1.00823
H -8.79982 -3.30668 -1.30114
H -6.98869 -1.92237 -0.32861
H -6.94648 -1.44985 -2.07816
C 4.55847 -6.34079 -0.83193
C 3.44592 -5.31094 -0.85600
C 2.91315 -5.00291 0.53665
C 3.95640 -4.95925 1.61277
N 4.76671 -4.94992 2.44282
H 5.00927 -6.42948 -1.82036
H 4.24742 -7.34268 -0.53603
H 5.37890 -6.10161 -0.15532
H 2.62285 -5.61659 -1.50194
H 3.82936 -4.38704 -1.28899
H 2.12901 -5.70090 0.82995
H 2.42795 -4.03014 0.61665
C 2.96777 0.90982 -2.13451
C 4.19308 1.83515 -2.30964
C 4.76276 1.72035 -3.73789
C 5.05448 0.30644 -4.08214
N 5.23984 -0.77082 -4.37933
H 3.20624 -0.15375 -2.14001
H 2.17650 1.13480 -2.84962
H 2.50704 1.06432 -1.15882
H 4.93416 1.47839 -1.59436
H 3.85049 2.83401 -2.03944
H 5.76062 2.12427 -3.90876
H 4.03425 2.10348 -4.45245
C -1.14606 2.74394 4.62340
C -2.09275 3.86794 5.12637
C -2.02143 4.14523 6.62299
C -2.36248 2.96308 7.48168
N -2.62760 2.06312 8.15953
H -1.29643 2.67326 3.54615
H -1.36790 1.76332 5.04442
H -0.09947 2.95139 4.84636
H -3.10271 3.74882 4.73409
H -1.76091 4.80675 4.68296
H -2.76805 4.90522 6.85334
H -1.07574 4.55176 6.98148
C 2.48904 2.45619 3.39841
C 3.40695 1.67590 2.41297
C 4.27789 2.58851 1.53441
C 3.59341 3.52336 0.61083
N 3.06855 4.32318 -0.07777
H 1.95176 1.87708 4.14945
H 1.70896 3.03126 2.89955
H 3.05358 3.19837 3.96282
H 2.76507 1.03309 1.81057
H 3.99458 0.99516 3.02890
H 4.86183 1.97099 0.85192
H 4.98790 3.14923 2.14233
C 0.76153 -3.34647 -4.56866
C 1.98465 -2.80275 -3.82528
C 3.33027 -3.50708 -4.26238
C 3.70973 -3.31566 -5.69285
N 3.97455 -3.14573 -6.81053
H 0.85451 -3.37363 -5.65434
H -0.11322 -2.74837 -4.31333
H 0.48347 -4.34975 -4.24585
H 1.75641 -2.99435 -2.77681
H 2.12309 -1.73203 -3.97521
H 3.30856 -4.58771 -4.12142
H 4.15647 -3.03423 -3.73143
C 2.25047 -2.94148 5.61537
C 2.66301 -2.55971 4.18569
C 1.59988 -2.05849 3.23826
C 0.58914 -3.07708 2.86160
N -0.20094 -3.89743 2.54933
H 1.73108 -3.89970 5.60264
H 1.58293 -2.19002 6.03700
H 3.05928 -3.13333 6.32043
H 3.11076 -3.43991 3.72432
H 3.45494 -1.81107 4.20763
H 2.17046 -1.77299 2.35450
H 1.15510 -1.17936 3.70453
*
```



> HOMO of number 2 (C64H112N16)?

-10.943 eV